Record 1
# C14H13BCrI2O6SY

A structure of composition C14H13BCrI2O6SY (ωB97M-V/def2-TZVPD, OMol25).

```
! RIJCOSX wB97M-V def2-TZVPD def2/J DEFGRID3
* xyz 4 4
I 3.73922 -0.34872 0.43367
I 2.90434 2.26178 -0.37068
Cr 0.45581 1.24735 -0.52717
Y -0.12112 -1.56516 0.15699
S 0.79251 -0.36523 -2.00157
C -2.30652 -1.40959 -0.98829
C -2.23622 -2.20711 1.39416
C 0.28922 -0.13815 -3.81302
C 1.11565 1.00907 -4.39714
C -1.19625 0.13138 -3.98907
C 0.71612 -1.48012 -4.42507
C -1.03112 1.47929 0.88936
C -1.42880 1.59276 -0.81521
O -3.26684 -2.39180 1.87520
O -3.37156 -1.49130 -1.43067
O -1.92092 1.76035 1.67673
O -2.48591 1.77513 -1.33729
H 0.99370 1.07299 -5.48893
H 2.17750 0.85215 -4.18052
H 0.83205 1.97930 -3.96888
H -1.46396 0.03534 -5.05201
H -1.47656 1.13901 -3.66119
H -1.81554 -0.55905 -3.41192
H 0.50150 -1.53011 -5.50173
H 0.20725 -2.31380 -3.92264
H 1.79749 -1.60601 -4.27809
O 0.20037 -0.54084 2.08489
B 0.33752 0.86839 1.51223
O 0.87397 1.67972 2.56296
C 0.93401 0.90641 3.66090
C 1.04798 1.31784 4.98669
C 0.73322 0.40166 5.99266
C 0.36896 -0.91268 5.69430
C 0.30967 -1.35379 4.37607
C 0.58421 -0.42058 3.39594
H 1.30589 2.34128 5.23199
H 0.75121 0.72749 7.03997
H 0.11454 -1.58624 6.50601
H 0.03741 -2.35837 4.09038
*
```

## Properties
HOMO (spin up / spin down): -21.7 / -21.6 eV
frontier orbital gap (spin up / spin down): 6.436 / 5.206 eV



Record 2
# C14H13BrF5IO2

The molecule C14H13BrF5IO2 (ωB97M-V/def2-TZVPD, OMol25).

```
! RIJCOSX wB97M-V def2-TZVPD def2/J DEFGRID3
* xyz 0 1
O -2.52996 -0.05118 0.92756
C -2.28240 -1.33600 0.66758
I -3.20951 -2.84258 2.02397
O -1.49383 -1.88602 -0.43770
C -0.04772 -1.69559 -0.27355
Br 0.79189 -3.36957 -1.08736
C 0.46363 -1.39533 1.25124
C 2.08562 -1.45641 1.47990
C 2.90085 -0.08427 1.11360
C 2.42387 1.25435 1.93664
F 1.26562 1.96231 1.27295
F 3.57077 2.23165 1.81931
C 2.20688 1.02817 3.55122
F 0.91264 0.41542 3.92711
F 2.25237 2.36010 4.26398
F 3.29940 0.16687 4.13696
C 0.36421 -0.47631 -1.34295
C -0.93744 0.19794 -2.08513
C -1.41154 1.70058 -1.52672
C -2.72114 2.49345 -2.12394
C -3.59810 1.78095 -3.32343
C -3.10278 0.32424 -3.90628
C -1.79434 -0.49815 -3.32780
H 0.12661 -0.30419 1.60109
H 0.00691 -2.23579 1.96589
H 2.24645 -1.63211 2.65003
H 2.63467 -2.34284 0.94992
H 4.03384 -0.27826 1.43805
H 2.96200 0.08978 -0.06518
H 1.10903 -0.88982 -2.17900
H 0.94153 0.40541 -0.81585
H -0.78309 2.20036 -0.65325
H -2.97880 3.54373 -1.63465
H -4.54628 2.35987 -3.70970
H -3.72459 -0.19506 -4.77032
H -1.43727 -1.54568 -3.71418
*
```

## Properties
HOMO: -8.4 eV
SMILES: O=C(I)O[C@](Br)(CCCC(F)(F)C(F)(F)F)Cc1ccccc1
frontier orbital gap: 7.792 eV



Record 3
# C14H13BrN2O

The molecule C14H13BrN2O (ωB97M-V/def2-TZVPD, OMol25).

```
! RIJCOSX wB97M-V def2-TZVPD def2/J DEFGRID3
* xyz 0 1
Br -0.78601 2.75072 -1.50782
N 3.13667 0.99875 4.36487
O -2.31505 1.15969 -3.42491
C 2.62656 0.10012 3.55000
C 2.41503 2.14200 4.13800
C 0.25611 0.75191 0.67918
C 1.59817 2.07163 3.05420
C 1.13360 0.09374 1.55755
C -1.57174 -1.17708 -2.63838
C -0.81510 -1.91703 -1.70961
C -0.94324 0.83850 -1.48640
C -1.62718 0.28225 -2.63324
C -0.31881 0.12919 -0.49326
C -0.20955 -1.24819 -0.60366
N 1.84891 0.74654 2.57305
C -3.16085 0.55627 -4.41051
C 1.37616 -1.36081 1.30894
C 0.17013 -1.99012 0.57187
H 3.07915 -0.88909 3.67525
H 2.38850 3.09176 4.69282
H 0.19843 1.78682 0.67252
H 0.98201 2.84674 2.62570
H -2.03696 -1.70719 -3.43254
H -0.86846 -3.00116 -1.77516
H -3.31911 1.25268 -5.26370
H -4.08328 0.24862 -4.01478
H -2.74891 -0.36845 -4.75833
H 2.38619 -1.47444 0.93977
H 1.43330 -1.81544 2.28040
H 0.36966 -2.99957 0.15900
H -0.59435 -1.89936 1.30917
*
```

## Properties
HOMO: -8.0 eV
SMILES: COc1ccc2c(c1Br)C=C(n1ccnc1)CC2
frontier orbital gap: 8.182 eV



Record 4
# C14H13BrN2PdS2

A structure of composition C14H13BrN2PdS2 (ωB97M-V/def2-TZVPD, OMol25).

```
! RIJCOSX wB97M-V def2-TZVPD def2/J DEFGRID3
* xyz 0 3
Pd 0.07892 0.16247 -0.55701
C -2.38925 -2.33901 2.21761
C -2.76852 -1.40179 3.16837
C -2.41417 -0.07884 2.99143
C -1.69403 0.29862 1.85927
N -1.33517 -0.62311 0.95492
C -1.66132 -1.90157 1.12970
C -1.24286 1.68298 1.58577
C -1.70753 2.77153 2.32270
C -1.23296 4.04577 2.05799
C -0.28921 4.23690 1.05712
C 0.16463 3.15343 0.31410
C -0.31200 1.87476 0.55905
H -2.63748 -3.38540 2.32311
H -3.32445 -1.70255 4.04672
H -2.67566 0.65799 3.73626
H -1.31026 -2.59306 0.37487
H -2.45074 2.63675 3.09879
H -1.59736 4.88904 2.63010
H 0.08945 5.23123 0.85445
H 0.90027 3.31606 -0.46640
S 1.04569 0.93245 -2.70696
C 1.77610 -0.51210 -3.17776
N 2.84001 -1.05168 -2.60473
C 3.09258 -2.45100 -2.93081
C 2.61132 -2.61282 -4.36579
S 1.18096 -1.49098 -4.48738
H 3.05832 -0.73254 -1.66208
H 2.52982 -3.08333 -2.23967
H 4.15412 -2.67160 -2.83450
H 2.30025 -3.62908 -4.59131
H 3.36304 -2.29175 -5.08495
Br 1.85748 -1.33777 0.42701
*
```

## Properties
HOMO (spin up / spin down): -7.0 / -8.4 eV
frontier orbital gap (spin up / spin down): 7.232 / 7.329 eV